The following is a quantum chemistry calculation of one molecule with the formula C13H10N8O4, from the Open Molecules 2025 dataset.

Atoms and positions in Å:
O  2.51  -4.56  1.63
N  2.21  -3.56  2.29
O  2.09  -3.60  3.55
C  1.96  -2.22  1.74
C  1.54  -1.14  2.55
C  1.43  0.20  2.04
N  1.08  1.37  2.78
O  0.95  1.44  4.02
O  0.99  2.41  2.06
C  1.65  0.57  0.62
N  2.04  -0.62  -0.09
N  2.47  -0.54  -1.38
N  2.89  -1.72  -1.70
N  2.85  -2.59  -0.66
C  2.28  -1.90  0.37
H  1.23  -1.36  3.58
H  2.44  1.45  0.54
C  -3.68  -1.35  -1.20
C  -2.82  -0.14  -1.33
C  -1.52  -0.15  -0.79
C  -0.70  0.94  -0.94
C  -1.19  2.08  -1.58
C  -2.47  2.15  -2.09
C  -3.29  1.02  -1.96
N  -0.18  3.02  -1.51
C  0.88  2.46  -0.88
N  0.61  1.23  -0.48
H  -4.62  -1.18  -1.72
H  -3.20  -2.23  -1.63
H  -3.89  -1.59  -0.15
H  -1.04  -0.95  -0.24
H  -2.83  3.05  -2.59
H  -4.31  1.00  -2.36
H  -0.13  3.99  -1.82
H  1.79  3.01  -0.69

Values from the calculation:
Frontier orbital gap ... 7.563 eV
Relative energy (zero: lowest compared OMol25 entry of this formula, charge and spin) ... 0.00 kcal per mole
E_LUMO ... -0.907 eV
E_HOMO ... -0.3113 Ha

The following is a quantum chemistry calculation of a 11-piece molecular cluster, C35H35Cl15N6 overall, from the Open Molecules 2025 dataset.

Atoms and positions in Å:
Cl  -0.65  5.63  0.41
C  -1.85  5.00  -0.74
Cl  -1.29  5.04  -2.43
Cl  -3.33  5.95  -0.65
H  -2.12  3.99  -0.46
Cl  -7.40  -2.38  2.12
C  -5.79  -2.10  2.83
Cl  -5.95  -2.00  4.62
Cl  -5.08  -0.59  2.21
H  -5.16  -2.93  2.53
Cl  -1.54  0.58  6.73
C  -2.03  -1.08  6.17
Cl  -2.31  -0.94  4.44
Cl  -3.37  -1.75  7.08
H  -1.15  -1.70  6.29
Cl  4.30  -2.11  3.33
C  2.68  -1.37  3.30
Cl  2.72  0.37  3.66
Cl  1.66  -2.25  4.49
H  2.29  -1.51  2.30
Cl  3.85  1.24  -0.62
C  4.96  2.29  0.26
Cl  6.17  1.29  0.99
Cl  4.02  3.24  1.45
H  5.43  3.08  -0.31
C  2.67  -2.17  -3.43
C  3.76  -2.97  -3.76
C  4.67  -3.23  -2.75
N  4.55  -2.78  -1.49
C  3.44  -2.12  -1.21
C  2.46  -1.76  -2.14
H  1.94  -1.90  -4.18
H  3.87  -3.41  -4.75
H  5.52  -3.81  -3.12
H  3.26  -1.98  -0.14
H  1.61  -1.28  -1.67
C  -1.20  -1.75  -2.60
C  -0.80  -2.95  -3.16
C  -0.72  -3.02  -4.56
N  -1.03  -2.01  -5.37
C  -1.39  -0.85  -4.78
C  -1.46  -0.68  -3.42
H  -1.32  -1.63  -1.53
H  -0.51  -3.75  -2.50
H  -0.32  -3.94  -4.98
H  -1.69  -0.07  -5.47
H  -1.82  0.27  -3.04
C  3.20  4.02  -3.53
C  2.63  3.00  -4.28
C  1.57  2.35  -3.63
N  1.16  2.57  -2.38
C  1.78  3.54  -1.68
C  2.77  4.32  -2.24
H  4.15  4.46  -3.85
H  2.99  2.70  -5.24
H  1.09  1.47  -4.04
H  1.38  3.71  -0.69
H  3.20  5.18  -1.75
C  -1.51  0.87  0.15
C  -0.36  1.31  -0.47
C  0.82  0.62  -0.15
N  0.92  -0.35  0.78
C  -0.19  -0.63  1.46
C  -1.43  -0.08  1.16
H  -2.45  1.37  -0.03
H  -0.26  2.13  -1.17
H  1.73  0.88  -0.66
H  -0.11  -1.26  2.34
H  -2.29  -0.40  1.72
C  0.56  2.96  2.97
C  0.88  4.26  3.33
C  0.13  4.93  4.31
N  -0.89  4.33  4.95
C  -1.23  3.12  4.50
C  -0.55  2.38  3.54
H  1.21  2.42  2.30
H  1.86  4.63  3.05
H  0.41  5.93  4.60
H  -2.10  2.71  5.01
H  -0.84  1.36  3.32
C  -2.40  -4.30  -1.25
C  -2.27  -3.47  -0.16
C  -3.13  -3.59  0.92
N  -4.20  -4.41  0.89
C  -4.33  -5.20  -0.20
C  -3.49  -5.17  -1.29
H  -1.76  -4.22  -2.11
H  -1.37  -2.87  -0.05
H  -2.94  -3.09  1.86
H  -5.18  -5.87  -0.13
H  -3.69  -5.80  -2.15

Values from the calculation:
Frontier orbital gap ... 9.767 eV
SMILES string ... ClC(Cl)Cl.ClC(Cl)Cl.ClC(Cl)Cl.ClC(Cl)Cl.ClC(Cl)Cl.c1ccncc1.c1ccncc1.c1ccncc1.c1ccncc1.c1ccncc1.c1ccncc1
Relative energy (zero: lowest compared OMol25 entry of this formula, charge and spin) ... 33.61 kcal per mole
E_LUMO ... 0.259 eV
E_HOMO ... -0.3494 Ha

What did the second record say?
The following is a quantum chemistry calculation of a 11-piece molecular cluster, C35H35Cl15N6 overall, from the Open Molecules 2025 dataset.

Atoms and positions in Å:
Cl  -0.65  5.63  0.41
C  -1.85  5.00  -0.74
Cl  -1.29  5.04  -2.43
Cl  -3.33  5.95  -0.65
H  -2.12  3.99  -0.46
Cl  -7.40  -2.38  2.12
C  -5.79  -2.10  2.83
Cl  -5.95  -2.00  4.62
Cl  -5.08  -0.59  2.21
H  -5.16  -2.93  2.53
Cl  -1.54  0.58  6.73
C  -2.03  -1.08  6.17
Cl  -2.31  -0.94  4.44
Cl  -3.37  -1.75  7.08
H  -1.15  -1.70  6.29
Cl  4.30  -2.11  3.33
C  2.68  -1.37  3.30
Cl  2.72  0.37  3.66
Cl  1.66  -2.25  4.49
H  2.29  -1.51  2.30
Cl  3.85  1.24  -0.62
C  4.96  2.29  0.26
Cl  6.17  1.29  0.99
Cl  4.02  3.24  1.45
H  5.43  3.08  -0.31
C  2.67  -2.17  -3.43
C  3.76  -2.97  -3.76
C  4.67  -3.23  -2.75
N  4.55  -2.78  -1.49
C  3.44  -2.12  -1.21
C  2.46  -1.76  -2.14
H  1.94  -1.90  -4.18
H  3.87  -3.41  -4.75
H  5.52  -3.81  -3.12
H  3.26  -1.98  -0.14
H  1.61  -1.28  -1.67
C  -1.20  -1.75  -2.60
C  -0.80  -2.95  -3.16
C  -0.72  -3.02  -4.56
N  -1.03  -2.01  -5.37
C  -1.39  -0.85  -4.78
C  -1.46  -0.68  -3.42
H  -1.32  -1.63  -1.53
H  -0.51  -3.75  -2.50
H  -0.32  -3.94  -4.98
H  -1.69  -0.07  -5.47
H  -1.82  0.27  -3.04
C  3.20  4.02  -3.53
C  2.63  3.00  -4.28
C  1.57  2.35  -3.63
N  1.16  2.57  -2.38
C  1.78  3.54  -1.68
C  2.77  4.32  -2.24
H  4.15  4.46  -3.85
H  2.99  2.70  -5.24
H  1.09  1.47  -4.04
H  1.38  3.71  -0.69
H  3.20  5.18  -1.75
C  -1.51  0.87  0.15
C  -0.36  1.31  -0.47
C  0.82  0.62  -0.15
N  0.92  -0.35  0.78
C  -0.19  -0.63  1.46
C  -1.43  -0.08  1.16
H  -2.45  1.37  -0.03
H  -0.26  2.13  -1.17
H  1.73  0.88  -0.66
H  -0.11  -1.26  2.34
H  -2.29  -0.40  1.72
C  0.56  2.96  2.97
C  0.88  4.26  3.33
C  0.13  4.93  4.31
N  -0.89  4.33  4.95
C  -1.23  3.12  4.50
C  -0.55  2.38  3.54
H  1.21  2.42  2.30
H  1.86  4.63  3.05
H  0.41  5.93  4.60
H  -2.10  2.71  5.01
H  -0.84  1.36  3.32
C  -2.40  -4.30  -1.25
C  -2.27  -3.47  -0.16
C  -3.13  -3.59  0.92
N  -4.20  -4.41  0.89
C  -4.33  -5.20  -0.20
C  -3.49  -5.17  -1.29
H  -1.76  -4.22  -2.11
H  -1.37  -2.87  -0.05
H  -2.94  -3.09  1.86
H  -5.18  -5.87  -0.13
H  -3.69  -5.80  -2.15

Values from the calculation:
Frontier orbital gap ... 9.767 eV
SMILES string ... ClC(Cl)Cl.ClC(Cl)Cl.ClC(Cl)Cl.ClC(Cl)Cl.ClC(Cl)Cl.c1ccncc1.c1ccncc1.c1ccncc1.c1ccncc1.c1ccncc1.c1ccncc1
Relative energy (zero: lowest compared OMol25 entry of this formula, charge and spin) ... 33.61 kcal per mole
E_LUMO ... 0.259 eV
E_HOMO ... -0.3494 Ha

What did the first record say?
The following is a quantum chemistry calculation of one molecule with the formula C13H10N8O4, from the Open Molecules 2025 dataset.

Atoms and positions in Å:
O  2.51  -4.56  1.63
N  2.21  -3.56  2.29
O  2.09  -3.60  3.55
C  1.96  -2.22  1.74
C  1.54  -1.14  2.55
C  1.43  0.20  2.04
N  1.08  1.37  2.78
O  0.95  1.44  4.02
O  0.99  2.41  2.06
C  1.65  0.57  0.62
N  2.04  -0.62  -0.09
N  2.47  -0.54  -1.38
N  2.89  -1.72  -1.70
N  2.85  -2.59  -0.66
C  2.28  -1.90  0.37
H  1.23  -1.36  3.58
H  2.44  1.45  0.54
C  -3.68  -1.35  -1.20
C  -2.82  -0.14  -1.33
C  -1.52  -0.15  -0.79
C  -0.70  0.94  -0.94
C  -1.19  2.08  -1.58
C  -2.47  2.15  -2.09
C  -3.29  1.02  -1.96
N  -0.18  3.02  -1.51
C  0.88  2.46  -0.88
N  0.61  1.23  -0.48
H  -4.62  -1.18  -1.72
H  -3.20  -2.23  -1.63
H  -3.89  -1.59  -0.15
H  -1.04  -0.95  -0.24
H  -2.83  3.05  -2.59
H  -4.31  1.00  -2.36
H  -0.13  3.99  -1.82
H  1.79  3.01  -0.69

Values from the calculation:
Frontier orbital gap ... 7.563 eV
Relative energy (zero: lowest compared OMol25 entry of this formula, charge and spin) ... 0.00 kcal per mole
E_LUMO ... -0.907 eV
E_HOMO ... -0.3113 Ha

Which value of E_HOMO does entry 2 give? -0.3494 Ha

The lowest E_LUMO belongs to which entry? C13H10N8O4